C7H9NO2 in the gas phase at a distorted geometry, computed with ωB97M-V/def2-TZVPD.

**E_HOMO**: -8.8 eV
**Multiplicity**: 1

Geometry as XYZ:
```
19
Properties=species:S:1:pos:R:3:forces:R:3:mulliken_charge:R:1
C -0.916321 -1.649204 -0.231316 2.75 -2.52 -0.67 0.24
C -0.665149 -0.301529 0.664124 8.01 -9.51 2.92 -0.76
C 0.423828 0.433322 0.058722 0.70 2.43 5.97 0.38
C 0.721731 0.604865 -1.155822 -8.40 -9.97 -2.00 -0.85
C 0.131777 -0.415753 -2.152606 -0.18 2.00 4.91 -0.41
C -0.681276 -1.367471 -1.689889 4.64 5.81 7.51 -1.11
C 1.073911 1.417902 0.985773 4.96 3.29 -0.68 0.35
H -2.194984 -2.644968 1.067529 -0.14 1.11 -3.83 0.31
H -3.129559 -1.656302 -0.174596 3.69 -2.02 0.51 0.29
H -0.133085 -2.708302 -0.166619 -1.55 3.31 0.68 0.25
H -0.569033 -0.647917 1.796032 -0.29 1.26 -2.56 0.29
H -1.440087 0.064543 0.382648 -9.85 5.24 -2.05 0.43
H 1.386077 1.106170 -1.445891 9.56 7.88 -3.93 0.88
H 0.168232 -0.215030 -3.145007 0.43 0.39 -2.92 0.50
H -1.021135 -1.715194 -2.449372 -5.20 -6.06 -8.07 0.66
H 0.745921 2.586072 2.617852 -0.54 -3.72 -2.35 0.39
N -2.159434 -2.323670 -0.047311 -4.34 0.62 3.84 -0.70
O 0.435662 1.661593 2.118706 -0.43 2.87 2.43 -0.49
O 2.160924 2.058886 0.753128 -3.80 -2.40 0.28 -0.66
```
Forces are in eV/Å.


2 unconnected molecules or ions with the total composition C7H9NO2 at a distorted geometry, computed with ωB97M-V/def2-TZVPD.

**E_HOMO**: -9.0 eV
**Multiplicity**: 1

Geometry as XYZ:
```
19
Properties=species:S:1:pos:R:3:forces:R:3:mulliken_charge:R:1
C 1.587617 1.667666 -1.565255 -3.26 -1.21 -1.65 0.62
C 2.157937 1.225268 -2.979867 1.35 -1.61 -0.42 -0.85
C -0.592254 -1.224908 0.376759 -2.99 1.50 0.54 -0.13
C -1.391069 -0.007110 0.754631 0.54 -2.71 -0.68 -0.19
C -2.229286 -0.124990 1.892262 2.45 0.14 -1.52 -0.38
C -2.107779 -1.306654 2.646116 0.28 -0.35 -1.60 -0.34
C -1.484862 -2.453634 2.110363 0.34 4.54 -2.11 -0.34
H 2.736315 2.217901 0.020948 -0.84 -0.29 -1.97 0.35
H 1.562813 0.748882 -3.854432 0.27 1.32 1.96 0.29
H 2.873416 2.027170 -3.378042 -1.25 -1.07 0.59 0.29
H 2.875821 0.349136 -2.661787 -1.20 1.61 -0.64 0.25
H -0.040426 -1.253125 -0.549545 0.30 0.42 -0.07 0.41
H -1.386814 0.776965 -0.032227 -0.01 -0.29 1.25 0.36
H -2.790506 0.742645 2.220275 -0.19 -0.26 0.08 0.37
H -2.581623 -1.287897 3.587332 -0.52 -0.55 0.99 0.37
H -1.530827 -3.326329 2.615388 -0.06 -2.84 1.37 0.46
N -0.775537 -2.416257 0.925765 -0.22 0.36 1.84 -0.56
O 0.402794 1.585406 -1.147773 4.71 0.60 -0.98 -0.54
O 2.714269 2.059868 -0.980912 0.30 0.70 3.02 -0.43
```
Forces are in eV/Å.


2 unconnected molecules or ions with the total composition C7H9NO2 at a distorted geometry, computed with ωB97M-V/def2-TZVPD.

**E_HOMO**: -9.7 eV
**Multiplicity**: 1

Geometry as XYZ:
```
19
Properties=species:S:1:pos:R:3:forces:R:3:mulliken_charge:R:1
C 0.263148 2.214199 0.814304 2.69 3.76 -2.15 -0.07
C 1.263977 1.306953 0.882062 0.00 -1.97 3.38 -0.43
C 0.949402 0.255901 1.733489 -1.95 0.49 -3.24 -0.26
C -0.397155 -0.037724 1.907421 0.94 -3.13 2.16 0.05
C -1.360518 0.934048 1.666226 -0.07 0.39 0.98 -0.49
C 0.217578 -1.714145 -2.334949 -3.15 5.93 0.00 0.55
C -0.901839 -0.677581 -1.734073 0.36 -0.95 0.90 -0.52
H 0.629763 3.209396 0.483180 -0.84 -0.35 -0.18 0.32
H 2.298898 1.430069 0.807590 1.29 1.00 -1.14 0.41
H 1.619635 -0.513935 1.866696 1.64 -1.39 0.85 0.43
H -0.349271 -1.142656 2.350071 -1.83 2.53 -0.69 0.17
H -2.384577 1.028139 2.054982 0.32 -1.10 -0.44 0.41
H 1.209627 -3.050157 -1.927509 6.27 -4.63 -3.56 0.30
H -1.387312 -0.273591 -2.658865 0.35 -0.16 1.08 0.33
H -1.722127 -1.249170 -1.044955 2.18 1.61 -1.54 0.23
H -0.309608 0.214768 -1.147372 -1.61 -2.42 -1.38 -0.01
N -0.954074 2.110109 1.187153 -2.18 -0.25 0.45 -0.56
O 0.722578 -1.429527 -3.379896 0.55 -0.78 -0.89 -0.54
O 0.591875 -2.615098 -1.525555 -4.94 1.42 5.40 -0.34
```
Forces are in eV/Å.


A molecular structure, C7H9NO2Pb at a distorted geometry, computed with ωB97M-V/def2-TZVPD.

**E_HOMO (alpha / beta)**: -17.9 / -17.6 eV
**Total charge**: +2
**Multiplicity**: 1

Geometry as XYZ:
```
20
Properties=species:S:1:pos:R:3:forces:R:3:mulliken_charge:R:1
Pb -1.859022 0.636600 -0.795091 1.83 0.89 0.47 1.27
C -0.268154 -1.278738 -0.873099 1.67 -2.70 -1.70 -0.73
H -0.588091 -1.759200 -1.803840 -0.69 0.57 -0.03 0.45
H 0.749279 -0.919763 -1.010478 -0.22 1.38 0.24 0.40
H -0.290991 -1.997241 -0.063112 -1.07 0.64 1.01 0.33
H 1.426089 -2.636053 1.075146 -0.01 0.75 0.63 0.10
H 1.368076 -2.011244 1.528681 0.10 -0.82 -0.57 -0.04
O 1.702511 2.725392 -1.633166 -1.76 -0.82 0.53 -0.37
C 0.626438 2.360285 -1.177430 1.14 1.62 0.15 0.49
O -0.310050 1.740284 -1.868165 -0.63 -1.15 0.08 -0.54
C 0.286670 2.643883 0.275023 -0.18 0.00 -0.03 0.75
C 0.762204 3.782492 0.909793 0.29 -0.02 -0.10 -0.50
C 0.461064 3.978953 2.260429 -0.19 -0.47 -0.02 -0.28
C -0.218542 2.961167 2.941959 0.11 0.06 0.01 -0.53
C -0.656063 1.843178 2.243140 -0.43 -0.27 -0.37 -0.24
N -0.484743 1.724117 0.904333 -0.01 0.10 -0.14 -0.35
H 1.344069 4.493467 0.324663 -0.07 -0.14 0.23 0.45
H 0.767867 4.884291 2.776808 -0.05 -0.12 -0.10 0.48
H -0.435436 3.023842 4.007620 0.16 0.02 -0.25 0.42
H -1.158607 1.001154 2.727535 0.02 0.48 -0.03 0.43
```
Forces are in eV/Å.


2 unconnected molecules or ions with the total composition C7H9NO2S at a distorted geometry, computed with ωB97M-V/def2-TZVPD.

**E_HOMO (alpha / beta)**: -6.0 / -6.0 eV
**Multiplicity**: 1

Geometry as XYZ:
```
20
Properties=species:S:1:pos:R:3:forces:R:3:mulliken_charge:R:1
C 1.219776 -0.807048 0.738518 1.34 0.86 0.42 -0.73
C 0.923148 1.008180 -0.885899 2.34 0.05 1.89 -0.55
C -0.062964 -1.254306 0.449638 0.83 0.62 -0.38 -0.20
C -0.354840 0.559247 -1.126300 1.05 -0.58 0.21 -0.41
C 1.796640 0.251333 0.044239 -1.55 0.86 -1.13 0.77
C -0.811027 -0.680337 -0.568850 0.42 1.10 0.50 0.26
C 3.200108 0.793234 0.221812 0.71 -1.16 -2.28 -1.09
N -2.730242 1.404342 -0.061903 -0.28 -0.33 0.71 0.02
O -3.249267 -1.292201 0.727595 0.53 -0.36 -0.31 -0.47
O -3.165702 1.640750 1.010377 0.39 -0.35 -1.04 -0.33
S -2.463794 -1.075228 -0.826180 -1.40 0.16 0.90 0.10
H 1.807099 -1.130444 1.629508 -0.75 -0.34 -0.86 0.26
H 1.380027 2.050052 -1.150527 -1.42 -2.08 -0.10 0.15
H -0.452519 -1.943410 1.128552 -0.93 -1.29 0.59 0.47
H -0.999703 1.172823 -1.685849 -0.79 0.38 -0.76 0.46
H 3.808713 0.468266 1.118353 -1.05 0.60 -0.92 0.34
H 3.799284 0.389180 -0.768904 -1.20 1.20 2.45 0.24
H 3.001246 1.874080 0.086173 1.19 -0.37 0.47 0.26
H -4.144309 -0.961532 0.647507 -0.37 0.55 -0.02 0.30
H -2.501668 -2.466982 -0.727863 0.93 0.48 -0.32 0.15
```
Forces are in eV/Å.


A molecular structure, C7H9NO3 at a distorted geometry, computed with ωB97M-V/def2-TZVPD.

**E_HOMO**: -8.7 eV
**Multiplicity**: 1

Geometry as XYZ:
```
20
Properties=species:S:1:pos:R:3:forces:R:3:mulliken_charge:R:1
C 0.844441 1.996164 -0.221063 -0.13 -0.14 0.11 -0.24
C -1.936528 0.071624 0.219883 -2.03 0.54 0.70 0.07
C -2.192625 -1.395536 0.176123 0.58 -0.26 -0.11 -0.55
C -2.417581 -0.550358 -1.054588 2.25 -0.04 0.39 -0.62
C 2.807076 -0.650041 -0.080294 -0.66 -0.47 0.53 0.03
C 1.660896 -0.418516 0.751056 -0.04 -1.38 1.84 -0.40
C 0.657670 -0.275422 1.443694 2.61 -1.29 -0.16 0.41
H 1.598666 1.402486 0.298933 -0.46 1.06 -0.38 0.28
H 1.117863 2.914804 -0.684129 -0.06 0.65 -0.34 0.33
H -2.640649 0.733115 0.790549 0.78 -0.64 -0.56 0.35
H -1.287305 -2.014333 0.189335 -0.54 0.14 -0.03 0.23
H -3.049863 -1.783729 0.706591 0.05 -0.01 0.02 0.27
H -3.395489 -0.321646 -1.339462 -1.22 0.21 -0.63 0.27
H -1.608495 -0.566644 -1.803196 -0.81 -0.17 0.18 0.24
H 4.362946 0.189716 -0.661585 0.61 -0.21 -0.50 0.33
H -0.193220 -0.155498 2.064444 0.66 -0.46 1.19 0.46
N -0.374656 1.650560 -0.324913 0.61 0.57 -0.30 -0.56
O -0.605614 0.428097 0.312033 -2.02 1.32 -2.17 0.08
O 3.626598 0.415463 -0.100113 -0.28 0.54 0.37 -0.43
O 3.025866 -1.670310 -0.683304 0.10 0.02 -0.14 -0.55
```
Forces are in eV/Å.


ΔE to the lowest compared entry with this formula, charge and spin values, unit kcal per mole, following the record order: 167.0; 47.2; 72.2; 26.2; 148.1; 154.3.